[1]
Below is a molecular structure, C27H19N5O2ReS4, with properties calculated with ωB97M-V with the def2-TZVPD basis set.

The geometry in XYZ format:
```
58
Properties=species:S:1:pos:R:3:forces:R:3:mulliken_spin:R:1
Re 0.65204 -0.26457 -1.18514 0.464 0.610 0.287 2.2344
C -2.67557 -3.70053 1.63503 -0.014 -0.063 0.002 0.0097
C -2.46429 -3.67266 0.26399 0.029 -0.020 -0.003 0.0002
C -1.95898 -2.53291 -0.33888 0.008 0.133 0.078 -0.0035
C -1.66178 -1.40524 0.42629 -0.172 -0.117 0.061 0.0097
C -1.84764 -1.44726 1.80776 0.095 0.043 -0.079 0.0149
C -2.35912 -2.58996 2.40327 -0.004 0.038 0.038 -0.0036
N -1.17475 -0.25481 -0.24133 0.101 -0.346 -0.295 0.0540
C -1.83557 0.94043 -0.18111 0.049 0.186 -0.371 0.0860
C -2.98085 1.24800 0.57371 -0.005 -0.023 0.019 0.0247
C -3.57548 2.48080 0.42958 0.016 -0.096 0.008 -0.0277
C -3.08261 3.42932 -0.47539 -0.001 0.094 0.002 0.0163
C -1.97552 3.14713 -1.24150 0.095 0.096 -0.032 -0.0335
C -1.33344 1.92020 -1.07209 -0.331 -0.194 0.488 -0.0489
N -0.25154 1.44947 -1.78698 0.511 -0.778 0.078 -0.1591
N -0.02402 1.95493 -2.98382 -0.027 0.400 -0.285 -0.1062
C 0.62514 1.07582 -3.74387 -0.042 -0.212 0.525 0.0198
C 1.06879 1.36725 -5.04974 0.153 -0.061 -0.284 -0.0313
C 1.64207 0.37940 -5.79665 -0.119 0.283 0.111 0.0195
C 1.77028 -0.91650 -5.25843 -0.074 -0.129 0.232 -0.0322
C 1.35701 -1.15209 -3.98001 0.265 -0.300 -0.389 0.0216
N 0.80500 -0.18252 -3.20922 -0.171 0.180 -0.169 -0.0875
H -3.08728 -4.58529 2.10208 0.023 -0.009 0.011 0.0007
H -2.70217 -4.53617 -0.34317 0.001 -0.012 0.015 -0.0002
H -1.81083 -2.48705 -1.41086 0.018 -0.021 -0.001 -0.0069
H -1.58665 -0.58254 2.40651 -0.037 0.014 0.004 0.0006
H -2.51672 -2.60624 3.47417 0.017 -0.021 0.007 -0.0001
H -3.40541 0.50820 1.23519 -0.008 0.010 0.053 0.0034
H -4.45222 2.71425 1.01972 -0.022 -0.011 -0.016 -0.0021
H -3.58361 4.38274 -0.57312 0.034 0.017 -0.020 0.0008
H -1.58408 3.85846 -1.95534 0.017 -0.034 -0.025 -0.0010
H 0.95047 2.37816 -5.41047 -0.022 0.004 -0.007 -0.0005
H 2.00437 0.58728 -6.79412 -0.028 0.026 -0.016 0.0011
H 2.20551 -1.71895 -5.83451 0.002 -0.025 0.020 -0.0010
H 1.47513 -2.11893 -3.51069 -0.010 0.033 0.031 -0.0025
O 2.24698 -3.89602 0.00018 -0.119 0.168 -0.092 0.0329
C 1.78657 -2.78333 -0.10274 0.179 -0.284 0.547 -0.0126
O 1.36058 -2.22086 -1.19176 -0.426 0.817 -0.305 -0.0077
C 1.67174 -1.88817 1.11870 0.016 0.060 -0.150 0.0222
C 2.06591 -2.35741 2.37786 0.026 -0.037 0.149 -0.0078
C 1.96382 -1.52447 3.45281 -0.051 -0.041 -0.129 0.0064
C 1.46242 -0.21683 3.27218 -0.064 -0.013 -0.238 0.0288
C 1.27877 0.68464 4.34350 -0.018 0.078 0.090 0.0006
C 0.79156 1.94123 4.12162 0.032 -0.095 0.105 0.0044
C 0.49851 2.36204 2.81121 0.015 0.002 -0.126 -0.0060
C 0.65796 1.51145 1.75462 0.038 0.082 -0.112 0.0899
C 1.11520 0.19519 1.96174 -0.019 0.168 0.290 -0.1000
N 1.21559 -0.66850 0.90923 0.214 -0.224 -0.127 -0.0105
H 2.43222 -3.37116 2.44528 0.019 0.006 -0.018 0.0003
H 2.26109 -1.84966 4.44200 -0.031 -0.006 0.017 0.0006
H 1.52254 0.35400 5.34544 0.025 0.006 0.001 0.0004
H 0.63611 2.62042 4.94892 0.041 0.003 0.008 0.0002
H 0.15893 3.37432 2.63644 -0.032 -0.010 -0.019 0.0085
H 0.46138 1.84871 0.74495 -0.003 0.025 0.030 -0.0195
S 3.03754 0.58721 -1.25783 -0.494 -0.746 0.138 0.0116
S 4.37675 2.20187 1.52124 -0.170 0.066 -0.082 0.5631
S 3.40775 3.46260 0.43219 0.005 -0.342 -0.147 0.3789
S 2.96438 2.56513 -1.48865 0.008 0.623 0.094 0.0456
```
Positions in Å, forces in eV/Å.

Calculated values
HOMO-LUMO gap (spin up / spin down) ... 6.32 / 6.12 eV
Total energy ... -3135.68558 Ha
HOMO (spin up / spin down) ... -7.3499 / -7.6255 eV
Relative energy (zero: lowest compared OMol25 entry of this formula, charge and spin) ... 16.2 kcal per mole
2S+1 ... 4
<S²> ... 3.9040

[2]
Below is a molecular structure, C27H20AgBrCl4N2O2Se in a non-equilibrium geometry, with properties calculated with ωB97M-V with the def2-TZVPD basis set.

The geometry in XYZ format:
```
58
Properties=species:S:1:pos:R:3:forces:R:3:mulliken_charge:R:1
Ag 1.15731 0.71671 -0.53675 -0.312 -0.103 1.121 0.4831
Br -4.56579 -3.92741 -2.32385 0.043 0.063 -0.001 -0.2700
C -3.02840 -2.79403 -2.27487 0.019 0.025 -0.022 -0.0271
C -2.30448 -2.59090 -3.43641 -0.144 -0.063 0.057 -0.7016
C -1.18215 -1.78319 -3.39939 0.312 0.237 0.130 -0.0781
C -0.76517 -1.16932 -2.20457 -0.765 -0.724 0.210 -0.3838
C -1.54226 -1.37525 -1.05566 0.293 0.159 0.084 -0.2637
C -2.66304 -2.18110 -1.08593 -0.154 -0.129 -0.094 -0.2120
N 0.30663 -0.30646 -2.16796 0.957 0.355 -1.713 -0.3258
C 1.36977 -0.54726 -2.88816 -1.347 -0.706 0.788 -0.3871
C 2.33270 0.46902 -3.24681 0.841 0.975 -0.330 1.1317
C 3.30902 0.21685 -4.22052 -0.386 -0.272 0.212 -0.8205
C 4.19616 1.21725 -4.56219 0.126 0.324 0.058 -0.2647
C 4.10336 2.44955 -3.92913 -0.002 -0.232 -0.110 -0.5828
C 3.10898 2.61241 -2.96867 0.060 0.124 0.117 -0.2124
N 2.25438 1.66565 -2.63989 -0.039 -0.346 -0.413 -0.2665
H -2.62992 -3.03720 -4.36659 0.039 -0.031 0.003 0.3695
H -0.63572 -1.58350 -4.31257 -0.005 0.008 -0.017 0.4909
H -1.25393 -0.88336 -0.13266 0.004 0.015 -0.124 0.1937
H -3.26037 -2.31823 -0.19461 0.057 0.032 0.088 0.4754
H 1.52510 -1.55637 -3.27649 0.120 0.004 -0.112 0.4729
H 3.35763 -0.75880 -4.68944 0.013 0.001 0.009 0.3411
H 4.96627 1.03916 -5.30309 -0.012 -0.022 -0.010 0.3819
H 4.79238 3.25236 -4.15298 0.008 0.005 0.032 0.3579
H 3.01899 3.53556 -2.40515 -0.012 -0.006 -0.022 0.4082
Cl 6.26703 -0.33935 4.22830 0.083 -0.076 0.051 -0.2697
C 5.14500 0.39746 3.12045 -0.056 0.268 -0.026 0.1458
C 4.90460 1.75511 3.17975 0.042 -0.337 -0.020 0.2014
Cl 5.71776 2.73400 4.36349 0.060 0.132 0.082 -0.2737
C 3.98543 2.32875 2.28450 0.034 -0.156 -0.070 0.1055
Cl 3.72948 4.05002 2.29685 -0.040 0.126 -0.020 -0.2723
C 3.27974 1.58133 1.33386 -0.129 0.269 -0.205 0.4398
O 2.47747 2.12466 0.48364 0.567 0.242 0.245 -0.8298
C 3.49321 0.13204 1.29958 0.026 -0.223 -0.016 0.0688
O 2.83377 -0.59948 0.47485 0.058 0.079 -0.053 -0.9382
C 4.45895 -0.38614 2.17438 -0.053 0.089 0.073 0.2261
Cl 4.79270 -2.09489 2.07590 -0.033 -0.122 -0.031 -0.2696
C -5.39701 -1.73491 3.19622 0.120 0.051 -0.053 -1.5060
C -4.27205 -0.90558 2.62648 -0.108 -0.040 -0.004 0.8682
C -4.52884 0.23558 1.87939 -0.017 0.004 -0.040 -1.2804
C -3.50366 1.02760 1.37013 0.064 -0.108 0.081 0.9635
C -3.83275 2.24737 0.55726 0.025 -0.082 0.060 -1.5611
C -2.16276 0.67969 1.62617 0.268 0.275 -0.303 -0.0737
Se -0.71600 1.79911 1.01301 -0.579 -0.011 0.239 -0.2718
C -1.89028 -0.49185 2.35985 -0.010 -0.038 0.050 1.6333
C -0.47152 -0.89720 2.64428 -0.112 -0.019 0.045 -1.5889
C -2.94569 -1.25689 2.84570 -0.037 -0.048 -0.020 -1.1280
H -6.36119 -1.38496 2.82398 -0.018 -0.023 0.012 0.3556
H -5.41358 -1.67431 4.28799 -0.041 -0.038 0.006 0.3058
H -5.28713 -2.78751 2.92353 -0.041 -0.013 0.032 0.3163
H -5.56031 0.51647 1.67757 0.004 0.005 0.011 0.1734
H -4.91004 2.34903 0.39772 0.009 -0.057 0.046 0.3784
H -3.32099 2.19490 -0.40517 0.009 0.082 -0.016 0.3122
H -3.45320 3.13878 1.05928 0.006 0.065 -0.079 0.2943
H 0.13800 -0.88644 1.73886 0.084 0.000 0.035 0.2500
H -0.41946 -1.88988 3.09723 -0.060 0.014 0.020 0.2982
H -0.01486 -0.16972 3.31913 0.111 -0.011 -0.060 0.3567
H -2.72926 -2.15490 3.42015 0.051 0.009 -0.009 0.2600
```
Positions in Å, forces in eV/Å.

Calculated values
HOMO-LUMO gap ... 4.18 eV
Total energy ... -8264.11546 Ha
Net charge ... -2
HOMO ... -0.4891 eV
2S+1 ... 1

[3]
Below is a molecular structure, C27H20Cl3N2PPtS4Sb, with properties calculated with ωB97M-V with the def2-TZVPD basis set.

The geometry in XYZ format:
```
59
Properties=species:S:1:pos:R:3:forces:R:3:mulliken_spin:R:1
Pt 0.33395 1.61001 0.60090 0.519 0.042 0.618 1.4472
S 3.42748 3.56312 3.41727 0.073 0.018 0.286 0.8816
Sb 2.92850 3.98989 1.14659 -0.451 -0.180 -0.317 -0.0148
S 2.69595 1.68614 0.34120 -0.304 0.202 0.108 0.3581
S 0.56019 4.25396 1.41450 0.415 -0.346 -0.108 0.5123
Cl -2.70712 -0.66799 -0.79217 -0.151 0.384 0.002 0.0044
C -2.11511 -2.10645 -0.04755 0.571 -0.269 0.163 0.0007
C -3.01789 -3.11183 0.25667 -0.050 0.075 -0.062 -0.0037
C -2.55810 -4.30185 0.79246 -0.051 -0.042 0.034 0.0078
C -1.20465 -4.48279 1.01630 0.034 -0.133 0.041 -0.0038
C -0.30549 -3.47284 0.71806 -0.059 0.080 0.044 0.0087
C -0.73620 -2.25597 0.18809 -0.402 0.130 -0.144 0.0229
P 0.45713 -0.89526 -0.15718 -0.014 -0.086 -0.022 0.0443
C 0.71514 -0.99247 -1.95771 -0.039 0.067 -0.031 0.0368
C 1.82079 -0.32744 -2.49408 -0.066 0.070 0.031 -0.0041
C 2.01813 -0.29218 -3.86394 -0.013 -0.022 -0.030 -0.0051
C 1.10713 -0.90556 -4.71385 0.034 -0.015 -0.021 0.0073
C 0.01011 -1.56807 -4.18733 -0.029 -0.037 -0.057 -0.0049
C -0.18522 -1.61838 -2.81446 0.081 -0.023 0.052 0.0060
C 1.96539 -1.64100 0.54218 0.078 0.142 -0.008 0.0194
C 2.12838 -1.52761 1.92192 0.054 0.020 -0.027 0.0081
C 3.22689 -2.09171 2.54777 -0.012 -0.001 0.032 -0.0055
C 4.17852 -2.76905 1.79733 0.009 -0.037 0.005 0.0024
C 4.01855 -2.89148 0.42584 0.048 -0.019 0.001 -0.0015
C 2.91554 -2.33117 -0.20322 -0.070 0.040 0.038 0.0023
H -4.07115 -2.96074 0.06214 0.017 0.027 -0.011 -0.0001
H -3.26217 -5.08871 1.02876 -0.001 0.000 0.002 0.0008
H -0.84587 -5.41927 1.42305 0.025 0.017 0.004 0.0000
H 0.74883 -3.62326 0.90600 -0.073 -0.067 -0.008 0.0019
H 2.51997 0.17096 -1.83252 0.000 0.020 -0.046 -0.0015
H 2.88066 0.21793 -4.27324 0.005 0.016 0.033 -0.0007
H 1.26052 -0.87327 -5.78500 -0.020 0.006 0.002 0.0007
H -0.69811 -2.05205 -4.84799 0.000 -0.005 0.017 -0.0002
H -1.03781 -2.14978 -2.41401 0.019 -0.010 -0.059 0.0018
H 1.38320 -0.99657 2.50255 0.013 -0.047 -0.030 -0.0084
H 3.34843 -2.00035 3.61975 -0.012 0.012 0.001 0.0000
H 5.04206 -3.20416 2.28375 0.001 0.007 -0.006 0.0004
H 4.75466 -3.42751 -0.15972 -0.001 0.016 -0.001 -0.0001
H 2.79655 -2.43547 -1.27317 0.004 -0.006 -0.007 0.0004
S 0.56524 1.93586 5.22691 -0.101 -0.124 -0.294 0.0233
C -1.02520 2.15648 4.62368 0.089 -0.037 0.080 -0.0046
C -1.10032 1.73589 3.34080 -0.061 -0.031 0.272 0.0088
N 0.07737 1.22466 2.84473 -0.221 0.320 -0.466 0.1047
C 1.03447 1.27632 3.72381 0.141 0.053 0.403 0.0164
H -1.80300 2.59093 5.22841 0.001 0.005 -0.027 -0.0004
H -1.96861 1.78836 2.70371 0.035 -0.019 -0.027 0.0100
H 2.05103 0.95616 3.54757 -0.011 0.075 -0.161 -0.0147
Cl -4.04584 3.23539 1.24478 -0.105 -0.005 0.139 0.0261
C -3.41742 3.56434 -0.32309 0.271 -0.144 -0.090 0.1992
C -4.15958 4.28944 -1.22174 -0.084 0.049 0.035 -0.0964
C -3.65495 4.54228 -2.49243 0.046 -0.026 -0.010 0.2081
C -2.39274 4.08227 -2.85459 -0.042 0.088 -0.061 -0.0927
C -1.63405 3.37132 -1.95824 0.113 -0.251 0.557 0.1796
Cl -0.06717 2.82170 -2.40362 0.030 -0.057 -0.076 0.0324
C -2.11525 3.04925 -0.63577 -0.584 0.434 -0.484 -0.0313
N -1.47020 2.32149 0.23921 0.288 -0.355 -0.328 1.0938
H -5.13154 4.66033 -0.92740 -0.006 -0.023 -0.008 -0.0006
H -4.24677 5.10055 -3.20435 0.009 0.018 0.009 0.0174
H -1.99323 4.28720 -3.83829 0.009 -0.017 0.015 -0.0008
```
Positions in Å, forces in eV/Å.

Calculated values
HOMO-LUMO gap (spin up / spin down) ... 6.90 / 5.57 eV
Total energy ... -4824.57698 Ha
HOMO (spin up / spin down) ... -6.4654 / -7.3685 eV
Relative energy (zero: lowest compared OMol25 entry of this formula, charge and spin) ... 0.0 kcal per mole
2S+1 ... 6
<S²> ... 8.8292

The lowest total energy belongs to which entry?
C27H20AgBrCl4N2O2Se

Which formula does entry 1 have?
C27H19N5O2ReS4

Which formula does entry 3 have?
C27H20Cl3N2PPtS4Sb

The lowest total energy belongs to which entry?
C27H20AgBrCl4N2O2Se